1.
Below is a cluster of 9 separate species, C32H55NO24 in total in a non-equilibrium geometry, with properties calculated with ωB97M-V/def2-TZVPD.

ORCA input file:
```
! wB97M-V def2-TZVPD RIJCOSX def2/J DEFGRID3
* xyz 0 1
C 0.2396 -16.2749 -8.4487
C 0.2208 -16.3263 -9.9702
C -1.1255 -16.5788 -10.6265
O -1.3722 -15.3197 -11.2935
C -0.3697 -14.4443 -11.0825
O -0.3111 -13.2545 -11.4775
O 0.5146 -14.9829 -10.3176
H 1.2601 -16.1182 -8.0321
H -0.3329 -17.1581 -8.0893
H -0.3749 -15.4257 -8.0479
H 1.0191 -16.9865 -10.2508
H -1.9250 -16.6033 -9.8888
H -1.1821 -17.5739 -11.2042
C -4.3689 -14.4493 -10.5315
C -3.9884 -12.9808 -10.4108
C -5.2130 -12.1199 -10.9612
O -5.5907 -11.4615 -9.7682
C -4.7687 -11.7123 -8.7735
O -4.8428 -11.0513 -7.7451
O -3.9490 -12.6337 -9.0493
H -5.1537 -14.6819 -9.8297
H -3.5231 -14.9749 -10.1760
H -4.6674 -14.7981 -11.5221
H -3.0323 -12.7052 -10.8764
H -5.9501 -12.7742 -11.3056
H -4.9358 -11.4224 -11.7174
C -6.1037 -19.4412 -8.9329
C -4.8507 -18.5807 -8.8419
C -3.6167 -19.4463 -9.1976
O -3.4997 -19.2574 -10.5971
C -4.1208 -18.1728 -10.8928
O -4.0570 -17.7010 -12.0095
O -4.7617 -17.5851 -9.8459
H -5.9595 -20.3522 -8.3388
H -6.3781 -19.6325 -9.9781
H -6.8815 -18.8976 -8.4259
H -4.7009 -18.1751 -7.8305
H -3.6504 -20.5190 -8.9394
H -2.7746 -18.9932 -8.7680
C -8.4172 -11.2558 -16.8735
C -9.1896 -10.1559 -16.1841
C -10.3479 -9.5312 -16.9906
O -11.5325 -10.0925 -16.4415
C -11.2380 -10.7351 -15.4254
O -12.0304 -11.2249 -14.6878
O -9.9111 -10.7629 -15.2078
H -7.6610 -11.7112 -16.1935
H -7.9580 -10.8530 -17.8176
H -9.0830 -12.0530 -17.1333
H -8.5091 -9.3772 -15.8366
H -10.3347 -9.8726 -17.9934
H -10.3511 -8.4822 -16.8944
C -4.7005 -12.3623 -18.2372
O -3.7362 -11.7685 -19.1178
C -3.4244 -10.4215 -19.1413
O -3.8761 -9.5455 -18.1379
O -2.5668 -10.0045 -20.0821
C -1.9044 -8.8169 -20.0678
H -4.1615 -12.8918 -17.4898
H -5.4931 -12.9365 -18.7559
H -5.3257 -11.6945 -17.6525
H -1.7261 -8.3478 -19.1124
H -2.3369 -8.0758 -20.7143
H -0.8829 -9.0113 -20.4944
C -4.7924 -10.8131 -14.9262
O -3.5487 -11.2643 -15.4139
C -2.5118 -11.6569 -14.6137
O -2.6045 -11.7671 -13.2386
O -1.4656 -12.0065 -15.2523
C -0.4583 -12.7817 -14.6797
H -4.6454 -9.9781 -14.2678
H -5.1915 -11.5461 -14.1463
H -5.5198 -10.5791 -15.6263
H 0.3226 -13.1045 -15.4331
H -0.7818 -13.6995 -14.2402
H 0.0298 -12.2111 -13.9691
C -7.1757 -16.6082 -11.7898
O -8.4092 -16.2071 -12.2418
C -8.6194 -14.9693 -12.7026
O -7.5797 -14.0920 -12.9343
O -9.8318 -14.6687 -13.0847
C -10.0783 -13.5111 -13.8359
H -6.6876 -15.7661 -11.3750
H -6.6671 -17.1312 -12.6383
H -7.3388 -17.2869 -10.9603
H -9.5854 -13.6072 -14.8425
H -9.8477 -12.5549 -13.3535
H -11.1780 -13.4803 -13.9406
C 1.1100 -16.4033 -13.7548
O 1.0602 -15.5675 -14.9312
C 2.2980 -15.1818 -15.3959
O 3.4873 -15.5254 -14.6159
O 2.3505 -14.4413 -16.5038
C 3.5497 -13.8519 -16.8211
H 1.6242 -15.9061 -12.9758
H 1.4310 -17.3871 -13.9965
H 0.1244 -16.5183 -13.3393
H 4.3454 -14.5115 -16.5488
H 3.8307 -12.9207 -16.3349
H 3.5624 -13.5931 -17.9266
C -2.5064 -15.5508 -14.2943
C -3.5323 -15.0915 -15.3060
C -4.8249 -14.6869 -14.5635
C -5.9015 -14.3541 -15.5416
N -6.7397 -14.1657 -16.3012
H -2.7904 -16.5326 -14.0846
H -2.5313 -14.9695 -13.4084
H -1.4839 -15.6063 -14.6806
H -3.6703 -15.8896 -16.0634
H -3.0265 -14.3042 -15.8605
H -4.7171 -13.8329 -13.8858
H -5.2802 -15.4686 -13.9228
*
```

Computed properties:
Structure (SMILES)   C[C@H]1COC(=O)O1.C[C@H]1COC(=O)O1.C[C@H]1COC(=O)O1.C[C@H]1COC(=O)O1.COC(=O)OC.COC(=O)OC.COC(=O)OC.COC(=O)OC.CCCC#N
Max |F|   9.13 eV Å⁻¹
E_HOMO   -9.9 eV
E   -3112.61096 Ha
Frontier orbital gap   9.8 eV

***

2.
Below is a structure of composition C32H55NP2SiTi in a non-equilibrium geometry, with properties calculated with ωB97M-V/def2-TZVPD.

ORCA input file:
```
! wB97M-V def2-TZVPD RIJCOSX def2/J DEFGRID3
* xyz 1 2
Ti 0.1012 -0.4591 0.5308
C -0.8990 -2.3281 1.6688
C 0.4505 -2.6303 1.1911
C 0.6131 -1.3904 3.1649
C -0.7688 -1.5747 2.8822
C 1.3773 -1.9618 2.0935
C -2.1592 -3.0335 1.2933
H -2.0058 -3.7643 0.4945
H -2.9279 -2.3120 0.9824
H -2.5463 -3.5780 2.1696
C -1.8935 -1.2594 3.7896
H -2.7703 -1.8745 3.5620
H -2.1860 -0.2067 3.6799
H -1.6226 -1.4295 4.8409
C 1.1649 -0.9194 4.4538
H 1.3892 -1.7652 5.1291
H 0.4428 -0.2750 4.9762
H 2.1024 -0.3651 4.3145
C 2.8245 -2.2937 2.1608
H 2.9685 -3.2891 2.6211
H 3.3803 -1.5649 2.7628
H 3.2659 -2.3296 1.1569
C 0.8554 -3.8109 0.3747
H 1.3948 -4.5333 1.0056
H 1.5291 -3.5189 -0.4359
H -0.0127 -4.3273 -0.0433
C -1.3780 0.7359 -3.6293
C -1.7899 -0.5453 -3.8008
C -1.3052 -1.4170 -4.9189
C 0.2123 -1.3838 -5.2088
C 1.1012 -1.0425 -4.0565
C 1.5797 0.1979 -3.8250
C 0.9690 1.4598 -4.3451
C -0.5437 1.4269 -4.6530
H -1.8318 -1.1416 -5.8496
H 0.4221 -0.7288 -6.0689
H -1.5967 -2.4544 -4.7033
H -0.7248 1.0089 -5.6572
H -1.8122 1.3777 -2.8546
H -2.7477 -0.9042 -3.4010
H -0.8819 2.4741 -4.7119
H 1.1496 2.2744 -3.6274
H 2.6153 0.3395 -3.4921
H 1.4887 1.7612 -5.2737
H 0.4919 -2.3968 -5.5377
H 1.5454 -1.9100 -3.5598
P -1.6780 -0.8787 -0.9511
C -3.2780 -0.0500 -1.0911
C -1.4305 -2.4584 -1.8803
P 2.0049 0.0919 -0.7525
C -0.1875 0.0852 -1.4385
C 2.8570 -1.3520 -1.4528
C 2.7337 1.6652 -1.2708
H -3.3281 0.8117 -0.4088
H -4.0678 -0.7517 -0.7781
H -3.5074 0.3114 -2.0972
H -0.7407 -2.3332 -2.7253
H -2.4016 -2.8364 -2.2357
H -0.9891 -3.2015 -1.2106
H 2.3870 1.9811 -2.2591
H 3.8279 1.5646 -1.2937
H 2.4708 2.4544 -0.5534
H -0.3127 1.1609 -1.5531
H 0.1541 -0.4514 -2.3086
H 3.5518 -1.7397 -0.6922
H 3.4296 -1.0674 -2.3500
H 2.1595 -2.1645 -1.7153
C 2.9496 1.3384 2.1285
Si 1.3058 2.2148 2.3607
C 1.2101 2.5791 4.1997
C 1.3234 3.8992 1.5511
N -0.0399 1.2898 1.7038
C -1.2828 1.9457 1.8770
C -1.8116 2.1387 3.1729
C -2.9699 2.8776 3.3640
C -3.6314 3.4420 2.2668
C -3.1166 3.2653 0.9839
C -1.9436 2.5405 0.7734
H 3.4072 1.5524 1.1548
H 2.8901 0.2506 2.2433
H 3.6097 1.7378 2.9152
H 2.0626 3.2486 4.4080
H 0.2909 3.1079 4.4870
H 1.3201 1.6881 4.8323
H 1.3754 3.8651 0.4578
H 0.4232 4.4651 1.8298
H 2.1974 4.4499 1.9301
H -1.2611 1.7088 4.0152
H -3.3351 3.0223 4.3857
H -4.5376 4.0402 2.4317
H -3.6234 3.7132 0.1236
H -1.4985 2.4402 -0.2235
*
```

Computed properties:
<S²>   0.774
Max |F|   5.90 eV Å⁻¹
E_HOMO (alpha / beta)   -9.4 / -10.0 eV
E   -3128.40471 Ha
Frontier orbital gap (alpha / beta)   6.3 / 6.8 eV

***

3.
Below is a structure of composition C32H56As3BaClF4N3O6S2, with properties calculated with ωB97M-V/def2-TZVPD.

ORCA input file:
```
! wB97M-V def2-TZVPD RIJCOSX def2/J DEFGRID3
* xyz -1 1
Ba 0.3857 -0.4353 0.6100
C 2.0197 -3.9331 3.8024
C 3.0254 -2.7927 3.7794
N 2.4064 -1.4865 3.6081
C 1.3527 -1.1844 4.5733
C 1.7252 -1.3040 6.0526
C 3.3908 -0.4058 3.5103
C 2.9754 0.6084 2.4441
N 3.0456 0.0585 1.1081
C 4.2158 -0.1638 0.5243
C 4.2211 -0.9326 -0.6767
F 3.0250 -1.3799 -1.1310
C 5.3520 -1.2461 -1.3795
F 5.2298 -1.9849 -2.5064
C 6.6154 -0.8326 -0.9781
C 6.6517 -0.0877 0.1840
F 7.8461 0.3572 0.6391
C 5.5257 0.2399 0.9081
F 5.7095 0.9922 2.0270
H 2.5458 -4.8889 3.7750
H 1.4044 -3.9196 4.7043
H 1.3622 -3.8825 2.9332
H 3.6486 -2.8353 4.6909
H 3.7017 -2.9361 2.9334
H 1.0091 -0.1712 4.3831
H 0.4904 -1.8267 4.3687
H 2.5626 -0.6522 6.3082
H 0.8724 -1.0014 6.6617
H 1.9986 -2.3252 6.3260
H 3.5276 0.1008 4.4774
H 4.3604 -0.8277 3.2382
H 1.9236 0.8439 2.6670
H 3.5153 1.5506 2.5809
H 7.5061 -1.0743 -1.5355
O -0.5006 -1.5990 -1.6176
N -1.1621 -2.7340 -1.5499
C -2.2901 -2.8257 -2.2871
C -3.0664 -3.9512 -2.3154
C -2.6607 -5.0451 -1.5468
C -1.5192 -4.9421 -0.7960
C -0.7294 -3.7704 -0.7543
S 0.6612 -3.6326 0.2148
H -2.5104 -1.9254 -2.8406
H -3.9601 -3.9697 -2.9218
H -3.2359 -5.9622 -1.5397
H -1.1752 -5.7663 -0.1871
C -2.0136 3.5439 0.8631
As -0.9460 2.5171 -0.4018
C -2.4501 1.5764 -1.2498
C -0.5426 4.0060 -1.6289
C -0.0307 3.7757 -3.0604
C 0.2638 5.1681 -3.6444
C 1.2891 2.9863 -3.1095
As 1.3866 1.0574 -2.6400
C 3.2200 0.8737 -3.2894
C 0.5507 0.2097 -4.2006
C -1.0764 3.0844 -3.9418
As -2.7995 4.0180 -4.1923
C -3.7161 2.4511 -4.9428
C -2.4186 4.8684 -5.9240
H -2.7809 4.1281 0.3518
H -1.3699 4.2049 1.4420
H -2.4777 2.8468 1.5596
H -3.1520 2.2609 -1.7296
H -2.9635 1.0465 -0.4447
H -2.0927 0.8256 -1.9555
H 0.2102 4.5874 -1.0860
H -1.4442 4.6248 -1.6691
H 1.0752 5.6501 -3.0955
H -0.6152 5.8157 -3.5776
H 0.5596 5.0938 -4.6942
H 2.0072 3.4616 -2.4316
H 1.7052 3.0751 -4.1193
H 3.3164 1.3045 -4.2876
H 3.4737 -0.1833 -3.3196
H 3.9048 1.3737 -2.6051
H 0.7343 0.7686 -5.1195
H -0.5176 0.0803 -4.0399
H 0.9930 -0.7836 -4.2781
H -1.3365 2.1125 -3.5260
H -0.6557 2.9014 -4.9356
H -3.9206 1.7353 -4.1469
H -3.0983 1.9716 -5.7034
H -4.6632 2.7563 -5.3871
H -1.7938 5.7486 -5.7805
H -3.3581 5.1813 -6.3797
H -1.9105 4.1712 -6.5917
O -2.8527 1.4180 3.5535
Cl -1.4510 1.4192 3.9030
O -1.2302 0.6034 5.0628
O -0.9936 2.7595 4.1200
O -0.7035 0.8516 2.7776
C -4.8847 -0.4575 1.7856
C -4.4007 -1.7411 2.4425
S -2.5897 -1.7638 2.4793
O -2.1479 -1.4324 1.0769
C -2.3597 -3.5454 2.6288
C -2.7385 -4.0414 4.0151
H -5.9752 -0.4426 1.7625
H -4.5153 -0.4024 0.7622
H -4.5301 0.4132 2.3334
H -4.7456 -2.6303 1.9089
H -4.7146 -1.7999 3.4864
H -1.2972 -3.6833 2.4107
H -2.9272 -4.0167 1.8234
H -2.2530 -3.4439 4.7888
H -2.4181 -5.0755 4.1424
H -3.8161 -4.0021 4.1790
*
```

Computed properties:
Max |F|   0.88 eV Å⁻¹
E_HOMO   -4.1 eV
E   -10257.32020 Ha
Frontier orbital gap   6.2 eV

***

4.
Below is a structure of composition C32H56BrNO14S6 in a non-equilibrium geometry, with properties calculated with ωB97M-V/def2-TZVPD.

ORCA input file:
```
! wB97M-V def2-TZVPD RIJCOSX def2/J DEFGRID3
* xyz 0 1
C -3.2217 2.2130 -1.9681
C -3.5274 0.9194 -1.2065
C -2.6159 -0.2524 -1.5278
Br -2.2238 -0.3844 -3.4745
O -1.4028 -0.1987 -0.7371
S -0.1813 0.3807 -1.6843
O 0.3900 1.5295 -1.0015
O 0.9544 -0.7569 -1.6569
C 2.2174 -0.2433 -2.1171
C 2.2612 0.0223 -3.6097
C 2.4773 -1.2055 -4.4630
O 2.5847 -2.3114 -4.0007
N 2.5192 -1.0062 -5.9129
C 1.2406 -0.4568 -6.3229
C 0.1606 -1.3236 -6.3793
C -1.0871 -0.8254 -6.7271
C -1.2569 0.5205 -7.0164
C -0.1608 1.3663 -6.9602
C 1.0969 0.8951 -6.6132
H -2.2149 2.5673 -1.7426
H -3.9145 2.9838 -1.6255
H -3.3700 2.1155 -3.0361
H -4.5400 0.6006 -1.4671
H -3.4561 1.1129 -0.1353
H -3.1119 -1.1882 -1.2911
H 2.4858 0.6682 -1.6000
H 2.9660 -0.9845 -1.8394
H 1.3758 0.5893 -3.9025
H 3.1100 0.6941 -3.7878
H 3.1899 -0.2542 -6.0656
H 0.2856 -2.3676 -6.1270
H -1.9304 -1.5032 -6.7672
H -2.2379 0.9055 -7.2595
H -0.2936 2.4220 -7.1615
H 1.9486 1.5606 -6.5509
C 0.4809 -2.9901 4.0381
C -0.9330 -2.7483 3.4925
C -0.8793 -1.4944 2.6096
S 0.7986 -1.4092 1.9655
O 1.4423 -0.2286 2.4992
O 0.7884 -1.6667 0.5481
C 1.4153 -2.8427 2.8433
H 0.5759 -3.9695 4.4962
H 0.7188 -2.2376 4.7939
H -1.2429 -3.6072 2.8934
H -1.6603 -2.6297 4.2954
H -1.5687 -1.5432 1.7705
H -1.0600 -0.5876 3.1840
H 2.4540 -2.6789 3.1206
H 1.3366 -3.6964 2.1706
C 0.3791 -7.3767 8.6985
C -1.0369 -7.1393 8.1568
C -0.9855 -5.8874 7.2717
S 0.6928 -5.7980 6.6281
O 1.3278 -4.6181 7.1567
O 0.6791 -6.0737 5.2125
C 1.3138 -7.2310 7.5016
H 0.4763 -8.3573 9.1613
H 0.6187 -6.6231 9.4516
H -1.3465 -7.9996 7.5605
H -1.7624 -7.0202 8.9597
H -1.6791 -5.9458 6.4367
H -1.1671 -4.9795 7.8437
H 2.3523 -7.0631 7.7767
H 1.2351 -8.0853 6.8300
C 5.9873 0.5917 1.5127
C 6.5464 1.9824 1.1774
C 6.6500 2.0799 -0.3512
S 5.3800 0.9895 -1.0021
O 6.0119 -0.0946 -1.7134
O 4.3490 1.7906 -1.6199
C 4.8004 0.3809 0.5777
H 5.6857 0.5173 2.5563
H 6.7488 -0.1695 1.3253
H 5.8643 2.7474 1.5485
H 7.5157 2.1516 1.6447
H 6.4667 3.0887 -0.7122
H 7.6103 1.7220 -0.7183
H 4.4989 -0.6595 0.4770
H 3.9470 0.9907 0.8762
C 0.5649 4.0440 3.0812
C 0.6522 3.2179 1.7909
C 1.6539 3.9172 0.8638
S 2.8054 4.7822 1.9340
O 2.6666 6.2026 1.7294
O 4.1024 4.1463 1.8717
C 2.0064 4.3468 3.4770
H 0.0411 3.5082 3.8721
H 0.0268 4.9758 2.8911
H 1.0124 2.2127 2.0193
H -0.3148 3.1124 1.3035
H 2.2068 3.2096 0.2500
H 1.1711 4.6565 0.2279
H 2.1060 5.1707 4.1801
H 2.5043 3.4585 3.8655
C -7.6513 2.7105 -3.2288
C -8.2665 3.5506 -4.3565
C -7.1113 4.2168 -5.1145
S -5.6909 3.1283 -4.9223
O -4.6829 3.8127 -4.1534
O -5.3743 2.5148 -6.1858
C -6.5047 1.9329 -3.8663
H -8.3824 2.0420 -2.7766
H -7.2655 3.3677 -2.4461
H -8.8240 2.8992 -5.0322
H -8.9623 4.2949 -3.9723
H -7.3232 4.3309 -6.1743
H -6.8472 5.1807 -4.6840
H -5.7883 1.5415 -3.1484
H -6.8740 1.1298 -4.5034
*
```

Computed properties:
Max |F|   2.24 eV Å⁻¹
E_HOMO   -8.4 eV
E   -7324.07796 Ha
Frontier orbital gap   8.7 eV

***

> Which of these has the lowest E?

C32H56As3BaClF4N3O6S2